Formula: C17H22N5O5ScSe6
Source: the Open Molecules 2025 dataset
Level of theory: ωB97M-V/def2-TZVPD

The geometry in XYZ format:
```
56
Properties=species:S:1:pos:R:3:forces:R:3:nbo_charge:R:1
C 1.0530 0.7088 2.4650 0.32 0.17 0.15 0.1909
Se 1.5765 1.7194 -0.7321 -0.04 -0.45 0.08 -0.4994
O -2.8241 -4.0419 1.5928 -0.27 -0.90 -0.12 -0.4653
C 0.5284 0.1912 -3.9712 0.67 0.30 0.52 -0.0612
Se 2.2443 -2.2908 -1.3131 0.26 0.45 0.21 -0.5613
Se 2.4362 -4.1888 0.0430 -0.11 -0.34 -0.17 -0.0548
H -1.2828 1.0962 -5.2896 -0.08 0.24 -0.08 0.4916
H -1.1417 -0.7523 -4.0722 0.08 -0.15 0.15 0.4970
O -2.7086 -2.1560 2.5923 -0.25 0.47 0.78 -0.4435
C 0.0817 1.5077 -3.3109 -0.02 0.13 -0.46 -0.1765
H -2.9515 -0.0608 0.7284 0.17 -0.11 0.02 0.2313
H 4.8221 0.2261 2.3083 0.06 -0.01 0.00 0.2117
O -0.4859 -0.4391 -4.7234 -0.57 -0.28 -0.39 -0.7788
H -0.6580 3.4484 -3.9540 0.09 -0.06 0.05 0.1606
Se -1.5968 -0.4888 -1.7374 0.00 0.03 -0.18 -0.4760
C -0.3400 2.5052 -4.4154 0.40 0.05 0.18 -0.0379
C -0.1249 2.4642 4.3349 0.44 0.17 0.24 -0.1954
C 1.2215 2.3064 4.3128 -0.41 0.18 0.15 -0.1786
N -0.9077 -4.9408 -0.8790 -0.35 -0.28 0.03 -0.6675
H -0.9665 1.9230 -1.4664 0.03 0.00 -0.11 0.2448
N -0.6117 -3.6324 -1.3864 -0.45 0.19 -0.59 -0.6861
C 1.8442 1.4284 3.3850 -0.15 -0.45 -0.44 -0.1046
N -1.0957 0.2454 1.5413 0.20 -0.08 -0.11 -0.4819
O -1.5589 -2.5080 0.8237 -0.32 -0.13 -0.65 -0.6650
H -1.2788 -4.8278 0.0665 0.15 0.11 -0.25 0.3794
H 0.9242 -0.4847 -3.1979 -0.13 0.14 -0.12 0.2098
C -3.0740 1.2683 2.4132 0.20 0.17 0.24 -0.2647
Se 2.7321 -3.4096 2.2053 0.71 -0.08 0.22 -0.0859
Se 0.6688 -2.6880 2.8994 -0.43 -0.11 -0.05 -0.5408
C 3.7590 0.3922 2.3942 -0.13 0.36 0.40 -0.2483
H -1.6449 -5.3939 -1.4315 0.22 0.35 0.23 0.3121
C -0.3714 0.8996 2.4695 -0.18 0.17 0.22 0.2724
C 3.2346 1.2309 3.3427 0.13 -0.27 -0.24 -0.1402
H 3.8761 1.7435 4.0460 0.03 0.10 0.08 0.1950
C -0.9596 1.7724 3.4148 0.06 -0.38 -0.50 -0.1171
H -0.5918 3.1344 5.0437 -0.02 0.07 0.08 0.1949
H -1.4637 -3.1394 -1.6998 0.49 -0.38 0.08 0.3596
C 1.2899 2.1513 -2.6235 0.26 0.15 0.39 -0.5607
H 1.1948 3.2407 -2.6584 0.00 -0.04 -0.19 0.1909
C 2.8985 -0.2553 1.5055 -0.18 -0.16 -0.43 0.1200
C -1.1173 1.3332 -2.3718 -0.51 -0.17 0.27 -0.5351
H -2.8379 2.5885 4.0869 -0.01 0.04 0.03 0.1971
H 3.3106 -0.8730 0.7131 -0.22 0.08 0.10 0.2528
H 1.3418 0.3901 -4.6757 -0.01 0.11 0.03 0.1659
H 0.0033 -3.7457 -2.2001 -0.22 0.24 0.56 0.3729
H 0.5417 2.7218 -5.0446 -0.01 0.02 0.13 0.1419
H -4.1468 1.3703 2.3468 -0.05 -0.02 -0.05 0.2099
N -2.3826 -2.9153 1.7041 0.03 0.29 -0.03 0.7590
C -2.3534 1.9355 3.3709 0.05 -0.15 -0.15 -0.1308
O -1.4021 2.0654 -5.2204 -0.43 -0.42 -0.42 -0.7701
Sc 0.0742 -1.4621 0.1634 0.41 0.59 0.46 1.3324
C -2.3973 0.4373 1.5148 -0.12 -0.05 -0.18 0.1253
H 1.8582 2.8537 4.9975 -0.03 0.02 0.07 0.1977
H 2.2150 1.8746 -3.1351 -0.12 0.08 -0.18 0.1973
N 1.5800 -0.1394 1.5521 0.20 0.02 -0.07 -0.4974
H -2.0352 1.6584 -2.8688 0.15 0.00 0.02 0.2107
```
Positions in Å, forces in eV/Å.

Output
LUMO energy: 4.325 eV
HOMO-LUMO gap: 5.517 eV
M: 895.11 g mol⁻¹
Total charge: -2
Highest occupied orbital energy: -1.19 eV
Energy relative to the best compared isomer or geometry (same formula, charge and spin): 133.93 kJ/mol
E: -448455.7996 eV


Formula: C24H43N2NdP3Se
Source: the Open Molecules 2025 dataset
Level of theory: ωB97M-V/def2-TZVPD

The geometry in XYZ format:
```
74
Properties=species:S:1:pos:R:3:forces:R:3:lowdin_spin:R:1
C -2.9539 -1.6242 -2.5633 -0.38 -0.24 -0.44 0.0000
N -0.8368 -0.7446 2.3704 0.78 -0.27 0.65 -0.0037
H -0.5368 6.2739 0.2204 -0.40 -0.28 -0.13 -0.0003
H 2.6484 -1.3848 -3.1103 0.22 0.22 0.04 0.0000
H 2.9647 2.4634 -2.2576 -0.28 0.00 -0.06 0.0000
H 2.6729 3.0208 2.2452 0.45 -0.03 0.03 0.0001
H -5.2979 -3.3124 3.1753 0.09 0.14 -0.11 0.0000
P 0.6821 -2.5650 -0.3345 -1.67 -2.18 -0.81 -0.0001
H 4.2595 0.5918 3.7300 -0.19 -0.27 -0.14 -0.0002
C 0.2164 -3.0018 -2.0308 0.00 0.22 -0.17 0.0001
H -4.0648 3.3962 -1.7748 0.09 0.11 0.00 0.0000
H 2.5949 -4.0074 -0.3391 -0.59 0.38 0.05 0.0000
C -2.4484 6.2220 -0.7832 -0.25 -0.41 -0.08 0.0003
C 0.2272 0.1965 -3.5128 -0.27 -0.08 0.15 -0.0009
H -4.3110 5.8761 -1.8553 0.26 -0.14 0.25 -0.0001
C -3.2995 4.0324 -1.3395 0.35 -0.17 0.53 0.0001
H 4.5364 0.7594 -0.3395 0.04 -0.14 0.24 0.0000
C 2.4647 -2.9127 -0.2194 0.83 1.06 0.40 0.0003
Se 0.4862 3.5000 0.5375 -0.29 -1.28 0.23 -0.0440
H 0.1073 -4.0977 -2.0445 0.12 0.32 -0.09 0.0000
H 5.4464 0.3838 1.1511 -0.30 -0.02 -0.10 -0.0002
H 0.9937 -2.6928 -2.7469 -0.28 -0.20 0.33 0.0000
H -0.7368 -2.5437 -2.3281 0.26 -0.14 0.19 0.0000
C -2.1816 3.4266 -0.7303 0.53 1.12 -0.07 -0.0020
H 0.9171 -1.1581 3.5864 -0.51 -0.19 -0.04 0.0003
C -3.2256 -1.1014 1.5869 0.52 -0.09 0.26 0.0002
H 0.3923 -0.8096 -3.9176 -0.14 0.26 0.05 0.0000
H 4.4595 -0.8850 0.3686 0.19 0.25 -0.01 0.0000
C 3.5594 2.4441 1.9406 -0.67 0.24 -0.14 -0.0005
H -2.5813 -2.1473 -3.4638 -0.06 0.40 0.56 0.0000
H -3.9502 0.0928 -1.7957 0.22 -0.25 -0.55 0.0000
C -3.4607 -0.3915 -2.6589 0.40 0.17 0.44 0.0000
H -0.7180 -2.5517 5.0477 -0.02 0.62 -0.78 0.0000
H 2.8940 -2.6302 0.7519 -0.21 -0.13 -0.17 0.0000
C -0.1477 -1.3114 3.3937 -1.32 0.37 -0.24 0.0005
H -3.0642 -2.2443 -1.6624 -0.04 0.33 -0.29 0.0000
H 2.6424 -0.1577 3.8527 0.41 0.07 0.11 0.0000
C -1.1512 4.2237 -0.1633 -1.49 0.60 -0.75 -0.0040
H -0.2580 -1.4823 0.0559 1.69 -0.98 -0.42 -0.0001
H 0.3480 0.9301 -4.3214 -0.06 -0.26 0.21 -0.0002
H 1.2547 2.9791 -2.1689 0.36 -0.27 -0.37 -0.0005
H -0.7974 0.2566 -3.1180 0.26 -0.01 -0.27 0.0000
C -3.3761 -2.7265 3.9401 -1.05 -0.09 -0.04 0.0000
P 1.4603 0.5435 -2.1923 0.28 0.23 -1.01 -0.0075
H 3.3584 0.1570 -3.6669 -0.17 -0.19 0.23 -0.0004
H -2.5438 7.3112 -0.8179 0.12 -0.43 0.10 0.0001
H 3.6909 -0.4191 -2.0088 -0.11 -0.04 -0.35 -0.0001
C 4.5178 0.1868 0.5968 -0.28 -0.23 -0.23 -0.0008
H -3.3683 0.2024 -3.5795 -0.24 -0.37 0.41 0.0000
N -0.9639 -2.0271 4.1917 -0.26 0.27 0.23 -0.0002
C -4.4266 -2.6890 3.0008 1.00 -0.18 1.01 0.0000
C -2.2842 -1.9184 3.6877 1.19 -0.62 -0.66 0.0000
H 0.4701 -3.8409 1.6894 -0.14 -0.14 -0.21 0.0000
C -0.0938 -3.7848 0.7487 0.01 0.08 0.22 -0.0004
H 3.9786 -1.0456 3.0630 -0.12 0.15 0.11 0.0000
H 3.0594 -2.4245 -1.0047 -0.41 -0.03 0.19 0.0000
H 1.9343 2.3251 -3.7248 0.11 0.06 0.32 0.0000
H -5.1528 -1.9461 1.1256 0.23 0.08 0.16 0.0000
H -3.0839 -0.4906 0.6855 -0.44 -0.29 0.21 0.0001
C -4.3272 -1.9112 1.8368 -0.20 0.47 -0.27 0.0000
H -3.3680 -3.3606 4.8321 -0.34 0.13 -0.42 0.0000
C -2.1840 -1.1455 2.5295 0.50 -0.28 -0.19 0.0003
H -0.0904 -4.7517 0.2301 0.06 0.13 0.28 -0.0001
P 3.0694 0.6925 1.6154 1.52 0.64 0.22 -0.0062
H -1.1228 -3.4874 0.9803 0.11 -0.10 -0.11 0.0000
H -2.0567 2.3412 -0.7715 -0.18 -0.03 -0.01 -0.0002
H 3.9661 2.8952 1.0255 -0.15 -0.10 0.25 0.0000
H 4.3132 2.4647 2.7402 -0.21 0.00 -0.34 -0.0001
C -3.4520 5.4243 -1.3566 0.66 -0.24 0.10 -0.0025
Nd 0.2399 0.6508 0.5662 -0.04 2.96 0.52 3.0793
C 2.9319 -0.3709 -2.8013 0.07 -0.13 0.24 -0.0020
C 1.9510 2.2564 -2.6281 -0.16 0.32 0.39 -0.0002
C -1.3271 5.6324 -0.1892 0.53 -0.47 0.04 -0.0031
C 3.5340 -0.0555 3.2215 -0.50 -0.40 0.16 -0.0011
```
Positions in Å, forces in eV/Å.

Output
LUMO energy (alpha / beta): -10.632 / -10.540 eV
Spin multiplicity: 4
HOMO-LUMO gap (alpha / beta): 4.372 / 4.492 eV
M: 675.74 g mol⁻¹
Total charge: +3
Highest occupied orbital energy (alpha / beta): -15.00 / -15.03 eV
Expectation value of S²: 3.764
Energy relative to the best compared isomer or geometry (same formula, charge and spin): 86.92 kJ/mol
E: -137029.2951 eV


Formula: C15H40BF28N5O5P4
Source: the Open Molecules 2025 dataset
Level of theory: ωB97M-V/def2-TZVPD

The geometry in XYZ format:
```
98
Properties=species:S:1:pos:R:3:forces:R:3:lowdin_charge:R:1
H 6.9276 0.1815 -17.8224 0.34 0.20 -0.31 0.1720
C 6.5282 -0.3352 -15.8582 0.53 -1.84 3.08 -0.3011
C 5.6480 -3.6041 -7.6878 -0.06 -0.10 1.11 0.0250
H 2.8800 -3.6444 -9.6316 0.02 -0.13 0.48 0.1253
H 1.2870 -2.9170 -14.3393 0.25 1.57 -0.58 0.1132
F -0.3964 0.4298 -9.2850 0.20 0.70 -1.99 -0.1585
F 2.0675 -4.3101 -13.8735 -0.92 -5.75 0.60 -0.2395
O 4.7763 3.3779 -9.2152 -1.78 -5.26 -3.40 0.0731
C 5.4810 -0.0114 -14.7119 3.15 0.83 -3.94 0.0170
H 4.4526 -1.0896 -16.9741 -0.21 0.27 -0.14 0.0930
H 2.2101 -0.7808 -12.6611 -3.37 0.36 -1.37 0.0372
H 8.6442 -4.0144 -14.1204 0.33 -0.06 -0.13 0.0893
C 1.0255 0.0302 -14.1906 0.91 -0.35 2.92 -0.3589
C 7.7842 -4.2366 -13.4887 0.36 1.90 -0.50 0.0532
C 5.6211 1.9929 -11.0364 -0.68 2.03 1.57 -0.0188
C 7.1182 -2.8175 -13.4161 -0.27 -0.72 0.44 -0.2463
N 7.1347 -2.0440 -12.0725 8.62 3.64 -4.12 0.1014
F 5.8110 0.5025 -8.2785 2.33 0.09 -0.87 -0.1078
F 7.0850 -1.3942 -8.2841 7.50 2.35 2.50 -0.0125
F 8.4463 -0.6306 -9.8331 0.71 -0.38 0.34 -0.0929
H 5.3664 -1.5140 -18.3794 0.49 0.30 0.09 0.1108
C 2.1579 -2.3747 -13.9711 -2.75 3.03 -1.70 -0.0082
O 0.5889 -0.2293 -15.2450 -0.48 0.18 -1.75 0.1679
H 2.4277 2.1997 -9.6120 0.20 0.72 0.29 0.1748
C 4.0044 -2.0727 -8.7001 -1.50 -0.95 2.10 -0.2918
H 1.0608 2.1634 -14.2470 -0.20 0.04 0.06 0.0902
H 7.2692 -0.1527 -11.1339 1.74 -0.27 -3.40 0.0344
N 1.5157 -1.1189 -13.3119 -1.06 2.59 -5.39 0.0708
F 3.0006 -5.1839 -12.0654 -0.61 -0.40 0.31 -0.1485
H 0.1857 1.4442 -12.8388 0.35 0.43 -0.51 0.0782
P 0.2246 -0.5349 -10.4790 -2.55 -2.49 5.46 0.4181
H 4.9255 -4.3979 -7.8780 0.11 0.25 -0.42 0.1077
P 7.1804 -0.0219 -9.0823 2.12 3.22 3.06 0.3221
F 2.0325 -3.2152 -11.7803 -6.25 -14.24 0.81 -0.2904
F 7.1026 -4.0748 -9.6675 1.89 0.51 -0.32 0.1635
F 5.0384 -4.8534 -10.0697 -1.75 -0.04 1.35 0.2222
H 5.8724 -0.1991 -13.7120 0.16 -0.27 -3.09 0.0297
H 2.9455 1.2966 -10.8568 0.76 0.96 1.16 0.0191
F 6.1564 -0.6778 -10.1530 3.23 0.20 2.37 -0.2044
F 1.6050 0.4032 -10.4932 -7.73 -2.05 0.56 -0.2321
H 2.3753 -0.0028 -8.9273 1.18 -0.01 0.45 0.0913
F 3.6827 -0.7262 -13.7015 -0.20 1.17 4.05 -0.2020
H 5.4992 2.3686 -12.0524 -1.07 0.10 0.18 0.1151
H 4.2271 -0.0785 -9.0838 -1.83 2.54 1.03 0.0510
H 4.3070 -0.1121 -18.4822 0.29 0.35 0.31 0.1073
H 6.4889 -0.0795 -12.6375 3.70 -1.38 0.35 0.0164
H 3.4529 -2.5622 -10.8389 1.09 -1.61 3.73 0.0548
F 4.3243 -0.7901 -10.4917 -2.89 0.59 -5.22 -0.1844
H 1.9549 1.5396 -12.8437 -0.63 0.06 -0.65 0.0665
F -0.4839 0.2675 -11.6991 0.65 -1.18 1.25 -0.1221
H 2.8867 -2.0614 -14.7187 -0.77 -0.79 -0.18 0.1075
C 4.5676 2.3720 -9.9909 0.61 5.75 2.46 -0.2026
C 7.3475 -0.5408 -12.1495 2.01 -1.12 -1.95 0.0211
C 1.0736 1.3996 -13.4695 0.11 -0.16 -1.48 0.0323
H 7.1545 -4.8863 -14.0966 -0.20 0.08 0.41 0.1062
H 5.2573 1.0497 -14.8222 -0.29 0.26 0.13 0.1079
F 5.8006 -3.1703 -11.2850 -2.53 -10.80 6.76 0.1312
N 5.4912 -2.4695 -8.6711 -8.05 -4.27 0.24 0.0744
H 5.4651 -3.3132 -6.6534 0.01 0.70 -0.22 0.1057
P 1.4576 -4.7026 -12.3586 1.45 -2.16 1.35 0.4027
O 6.5492 -2.3162 -14.3443 -0.01 -1.93 2.10 0.0751
C 4.9822 -0.6586 -17.8238 -0.02 -0.60 0.37 0.0507
H 8.2761 -0.4512 -12.7132 0.14 0.82 0.37 0.1272
H 6.6470 -4.0347 -7.7561 -0.35 0.36 0.08 0.1021
H 5.7771 1.1290 -17.0510 -0.07 0.50 -0.33 0.1634
F 0.9266 -1.7438 -11.3575 -4.61 4.06 3.77 -0.1723
H 5.7612 -2.8318 -9.5744 -0.30 0.83 0.71 0.0900
H 5.9879 -1.6231 -8.4324 -2.58 -1.35 0.61 -0.0707
H 6.5904 2.4027 -10.7526 -1.80 1.36 -0.35 0.0977
H 4.5572 -0.5836 -14.7964 1.78 0.34 -1.86 0.0575
N 6.1116 0.1925 -17.2275 -0.88 -0.91 -0.27 0.1028
F 8.0885 0.5418 -7.8656 -0.49 0.20 -1.10 -0.1003
F 5.1488 -1.9158 -12.2355 -9.87 7.59 -6.68 -0.0635
H 6.2170 -2.1614 -11.6673 2.82 1.23 0.69 -0.1019
F 0.8416 -1.3581 -9.1745 -0.12 0.91 0.05 -0.1792
F -1.0534 -1.5347 -10.2734 0.08 1.17 -1.29 -0.1360
F 1.0989 -6.1851 -12.9428 -0.54 1.58 0.36 -0.1446
H 2.4956 -2.8381 -13.0441 0.44 0.80 -3.86 0.0375
H 7.8536 -2.4747 -11.5087 0.32 0.06 0.41 0.1615
H 3.3595 1.0792 -7.9690 0.39 -0.27 0.13 0.1319
F 5.2065 0.3850 -12.3245 -7.06 -2.13 -1.64 -0.2865
F 0.9893 -5.1588 -10.8544 0.29 0.67 -1.32 -0.1409
H 8.1333 -4.7042 -12.5681 -0.33 0.37 -0.27 0.0864
F 2.8883 -1.8744 -11.9294 10.56 12.04 -0.16 -0.3218
O 3.6195 -1.3551 -7.7716 1.74 -3.57 -1.13 0.0795
H 2.1845 -2.0336 -9.6900 1.08 -0.74 -0.18 0.0580
H 0.7443 -1.4767 -12.7670 -0.43 -0.03 -0.71 0.1027
F 0.0121 -3.9666 -12.6183 1.31 -1.02 -0.49 -0.1204
C 3.3327 0.5178 -8.9029 -0.94 1.70 1.30 -0.0449
F 2.9191 0.4171 -11.8039 4.69 -2.04 -5.78 -0.1718
O 7.4995 -1.0423 -15.7699 -0.97 3.00 -2.19 0.1418
P 4.0470 -0.7449 -12.0787 0.57 -1.33 0.85 0.5519
B 6.1447 -4.3232 -10.6179 -0.18 -4.03 0.07 -1.4173
H 5.7475 0.9105 -11.0144 0.03 2.69 1.12 0.0397
N 3.1864 1.6129 -9.9284 4.21 3.38 1.91 0.1092
C 3.1127 -2.5936 -9.8038 0.93 -1.41 2.62 0.0220
F 6.5710 -5.2736 -11.4850 1.02 -0.77 -1.23 0.1840
F 7.3798 1.3406 -9.9759 2.42 -2.67 3.58 -0.1786
```
Positions in Å, forces in eV/Å.

Output
LUMO energy: -1.686 eV
HOMO-LUMO gap: 8.328 eV
M: 1037.17 g mol⁻¹
Highest occupied orbital energy: -10.01 eV
E: -147802.6585 eV


- Which of these has the highest E?
  C24H43N2NdP3Se


- Which of these has the lowest M?
  C24H43N2NdP3Se


- What is the E in the first record?
  -448455.7996 eV


- Among the records above, which one has the highest M?
  C15H40BF28N5O5P4